# 1
{
  "formula": "C24H19CuF5N3O3S2",
  "method": "ωB97M-V/def2-TZVPD",
  "species": ["Cu", "O", "C", "O", "C", "C", "C", "C", "C", "N", "H", "H", "H", "H", "C", "C", "N", "C", "C", "C", "S", "N", "C", "O", "C", "C", "C", "C", "C", "C", "H", "H", "H", "H", "H", "H", "H", "H", "H", "H", "H", "H", "H", "H", "H", "F", "C", "C", "F", "C", "F", "C", "S", "C", "F", "C", "F"],
  "xyz": [[-0.340, -0.596, 0.445], [2.353, -3.486, 0.667], [1.295, -2.858, 0.544], [1.262, -1.554, 0.659], [-0.005, -3.456, 0.259], [-0.179, -4.826, -0.052], [-1.459, -5.295, -0.275], [-2.574, -4.455, 0.029], [-2.318, -3.139, 0.390], [-1.069, -2.620, 0.420], [0.650, -5.464, -0.206], [-1.623, -6.354, -0.505], [-3.624, -4.877, -0.084], [-3.031, -2.355, 0.630], [-0.558, 5.839, 1.158], [-0.620, 5.037, -0.166], [0.233, 3.781, -0.169], [1.656, 3.991, -0.244], [2.450, 3.389, 0.891], [-0.364, 2.557, -0.097], [0.569, 1.214, -0.612], [-1.688, 2.545, 0.050], [-2.409, 1.491, 0.251], [-2.070, 0.277, 0.472], [-3.847, 1.839, 0.198], [-4.233, 3.182, 0.176], [-5.508, 3.545, -0.200], [-6.344, 2.533, -0.632], [-6.016, 1.205, -0.580], [-4.769, 0.846, -0.082], [-1.612, 6.152, 1.339], [0.108, 6.650, 1.023], [-0.170, 5.302, 2.001], [-0.277, 5.639, -1.060], [-1.677, 4.656, -0.354], [1.767, 5.078, -0.217], [2.106, 3.666, -1.205], [2.123, 3.873, 1.843], [3.542, 3.611, 0.753], [2.365, 2.296, 0.900], [-3.506, 3.902, 0.528], [-5.886, 4.592, -0.208], [-7.334, 2.815, -1.048], [-6.855, 0.465, -0.740], [-4.503, -0.222, -0.007], [7.903, -3.648, 0.234], [6.630, -3.872, -0.158], [5.838, -2.876, -0.681], [6.111, -1.579, -0.378], [4.615, -3.203, -1.204], [3.728, -2.286, -1.632], [4.072, -4.535, -1.158], [2.770, -5.057, -2.037], [4.908, -5.485, -0.460], [4.358, -6.676, -0.172], [6.151, -5.169, 0.030], [6.907, -6.022, 0.732]],
  "multiplicity": 2,
  "homo_lumo_gap_ha": [0.1833, 0.1028],
  "total_charge": -1,
  "relative_energy_kcal_mol": 66.8
}


# 2
{
  "formula": "C24H19F6N6O6PdS2",
  "method": "ωB97M-V/def2-TZVPD",
  "species": ["Pd", "O", "C", "C", "C", "C", "N", "C", "C", "C", "C", "C", "C", "O", "C", "C", "N", "H", "H", "H", "H", "H", "H", "H", "H", "H", "H", "H", "H", "N", "C", "C", "C", "C", "C", "C", "C", "N", "C", "C", "N", "C", "H", "H", "H", "H", "H", "H", "H", "F", "C", "F", "F", "S", "O", "O", "N", "S", "O", "O", "C", "F", "F", "F"],
  "xyz": [[-0.327, -0.349, 1.226], [-4.680, -3.006, -1.408], [-3.592, -3.377, -0.558], [-2.456, -2.410, -0.697], [-1.134, -2.836, -0.580], [-0.111, -1.898, -0.604], [-0.297, -0.567, -0.827], [-1.599, -0.159, -0.776], [-2.680, -1.050, -0.786], [-1.812, 1.300, -1.013], [-2.806, 1.732, -1.892], [-2.970, 3.090, -2.112], [-4.055, 3.624, -3.006], [-4.467, 2.629, -3.930], [-2.118, 3.968, -1.455], [-1.161, 3.446, -0.600], [-1.013, 2.149, -0.369], [-5.492, -3.327, -1.009], [-3.245, -4.387, -0.802], [-3.927, -3.383, 0.487], [-0.890, -3.884, -0.458], [0.923, -2.230, -0.605], [-3.690, -0.666, -0.817], [-3.424, 1.016, -2.413], [-3.684, 4.512, -3.531], [-4.898, 3.938, -2.379], [-5.304, 2.897, -4.316], [-2.194, 5.039, -1.600], [-0.496, 4.107, -0.053], [7.839, 0.657, -5.119], [7.166, 0.578, -4.190], [6.326, 0.476, -3.028], [5.095, 1.127, -2.992], [4.297, 1.041, -1.869], [4.713, 0.287, -0.773], [5.938, -0.374, -0.813], [6.743, -0.273, -1.931], [3.897, 0.191, 0.364], [4.292, -0.081, 1.666], [3.154, -0.089, 2.406], [2.065, 0.150, 1.599], [2.532, 0.310, 0.394], [4.772, 1.711, -3.843], [3.354, 1.569, -1.833], [6.249, -0.983, 0.024], [7.695, -0.786, -1.963], [5.326, -0.197, 1.938], [3.026, -0.260, 3.462], [1.921, 0.468, -0.484], [-3.858, -1.178, 2.807], [-3.623, 0.134, 2.839], [-4.632, 0.718, 3.501], [-3.638, 0.602, 1.595], [-2.039, 0.542, 3.724], [-1.606, 1.751, 3.094], [-2.401, 0.557, 5.110], [-1.130, -0.717, 3.320], [-0.294, -1.502, 4.426], [1.007, -0.936, 4.659], [-1.056, -1.955, 5.551], [0.045, -3.055, 3.472], [0.529, -3.960, 4.334], [-1.063, -3.557, 2.926], [0.956, -2.885, 2.513]],
  "homo_lumo_gap_ha": 0.2093,
  "total_charge": -1,
  "relative_energy_kcal_mol": 19.7
}


# 3
{
  "formula": "C24H19N4O2S3Sm",
  "method": "ωB97M-V/def2-TZVPD",
  "species": ["Sm", "S", "C", "C", "C", "C", "C", "C", "N", "C", "C", "C", "C", "C", "C", "C", "H", "H", "H", "H", "H", "H", "H", "H", "C", "C", "N", "O", "C", "C", "N", "O", "H", "H", "H", "H", "H", "H", "H", "S", "C", "N", "C", "C", "C", "C", "C", "C", "S", "H", "H", "H", "H"],
  "xyz": [[11.025, 10.292, 9.742], [11.955, 8.401, 14.235], [13.450, 8.064, 13.363], [14.438, 7.217, 13.721], [15.445, 6.963, 12.765], [15.486, 7.765, 11.596], [14.482, 8.720, 11.310], [13.436, 8.815, 12.163], [12.270, 9.576, 11.953], [11.452, 9.488, 12.968], [10.102, 9.949, 13.002], [9.319, 9.953, 14.161], [8.002, 10.434, 14.132], [7.454, 10.766, 12.923], [8.245, 10.788, 11.815], [9.587, 10.409, 11.701], [14.300, 6.705, 14.640], [16.215, 6.212, 12.902], [16.313, 7.628, 10.968], [14.504, 9.304, 10.389], [9.659, 9.677, 15.132], [7.334, 10.503, 15.012], [6.435, 11.118, 12.896], [7.808, 11.175, 10.869], [9.333, 5.076, 10.942], [8.870, 6.439, 10.533], [8.077, 7.232, 11.121], [7.543, 6.769, 12.270], [9.389, 7.099, 9.201], [9.162, 6.399, 7.877], [10.153, 8.090, 9.331], [10.583, 8.803, 8.240], [8.698, 4.706, 11.792], [10.376, 5.334, 11.196], [9.272, 4.305, 10.135], [7.014, 7.525, 12.630], [9.947, 5.621, 7.710], [9.321, 7.155, 7.116], [8.078, 5.841, 7.877], [12.976, 12.198, 8.842], [11.563, 12.752, 8.022], [10.410, 12.243, 8.258], [9.410, 12.823, 7.538], [8.098, 12.391, 7.402], [7.296, 12.983, 6.504], [7.705, 14.127, 5.826], [9.026, 14.554, 5.841], [9.884, 13.853, 6.649], [11.619, 14.011, 6.852], [7.733, 11.496, 7.879], [6.270, 12.630, 6.511], [7.002, 14.737, 5.303], [9.409, 15.363, 5.222]],
  "multiplicity": 6,
  "homo_lumo_gap_ha": [0.2801, 0.2808],
  "relative_energy_kcal_mol": 28.5
}


# 4
{
  "formula": "C24H20ClNPPt",
  "method": "ωB97M-V/def2-TZVPD",
  "species": ["C", "C", "C", "H", "C", "C", "H", "H", "H", "H", "Pt", "Cl", "P", "C", "C", "H", "C", "H", "C", "H", "C", "H", "C", "H", "C", "C", "H", "C", "H", "C", "H", "C", "H", "C", "H", "C", "C", "H", "C", "H", "C", "H", "C", "H", "C", "H", "N", "C"],
  "xyz": [[3.927, 2.224, 2.323], [3.335, 1.571, 1.241], [2.172, 2.243, 0.701], [3.732, 0.715, 0.670], [2.159, 3.658, 1.368], [3.226, 3.542, 2.638], [3.757, 4.403, 3.061], [4.734, 1.815, 2.937], [1.671, 1.946, -0.285], [1.922, 4.622, 0.872], [0.480, 2.786, 2.228], [-1.660, 3.614, 1.124], [-0.754, -0.641, -0.328], [-0.611, 0.136, -1.959], [-0.175, -0.556, -3.134], [0.136, -1.591, -3.050], [-0.134, 0.115, -4.356], [0.136, -0.421, -5.280], [-0.459, 1.471, -4.481], [-0.473, 1.982, -5.442], [-0.797, 2.183, -3.307], [-1.052, 3.240, -3.394], [-0.831, 1.554, -2.063], [-0.987, 2.091, -1.108], [0.397, -2.063, -0.110], [1.757, -1.912, -0.546], [2.049, -0.929, -0.950], [2.679, -2.929, -0.345], [3.707, -2.810, -0.705], [2.353, -4.138, 0.295], [3.043, -4.954, 0.336], [1.074, -4.210, 0.866], [0.845, -5.128, 1.425], [0.124, -3.202, 0.728], [-0.808, -3.219, 1.307], [-2.516, -0.902, 0.177], [-3.566, -1.381, -0.687], [-3.373, -1.499, -1.764], [-4.796, -1.705, -0.124], [-5.582, -2.181, -0.756], [-5.122, -1.495, 1.214], [-6.066, -1.785, 1.654], [-4.134, -0.869, 2.031], [-4.370, -0.642, 3.071], [-2.873, -0.562, 1.526], [-2.082, -0.015, 2.105], [1.606, 2.711, 4.624], [2.199, 3.118, 3.655]],
  "multiplicity": 5,
  "homo_lumo_gap_ha": [0.2228, 0.2132],
  "total_charge": 1,
  "relative_energy_kcal_mol": 53.7
}